No. 1
DFT (wB97M-V/def2-TZVPD) results for a cluster of 2 separate species, C2H10NO in total.

Cartesian coordinates (Å):
N 0.535 2.558 -0.287
H 0.986 3.030 0.488
H 0.514 1.377 -0.119
H 1.001 2.788 -1.160
H -0.461 2.747 -0.322
C -0.556 -0.966 0.637
O 0.439 0.100 0.179
C -0.535 -2.164 -0.313
H -1.455 -0.363 0.673
H -0.260 -1.180 1.664
H 1.206 -0.479 0.113
H -1.445 -2.419 -0.850
H -0.262 -3.019 0.296
H 0.294 -2.011 -0.996

Summary:
total charge	+1
E_tot	-211.92679	a.u.
multiplicity	1
energy relative to the best compared isomer or geometry (same formula, charge and spin)	83.0	kJ/mol

***

No. 2
DFT (wB97M-V/def2-TZVPD) results for a cluster of 3 separate species, C2H10NO2 in total.

Cartesian coordinates (Å):
C -0.962 1.156 -0.206
C -0.971 2.096 0.799
N 0.154 0.273 -0.388
H -1.635 0.984 -1.039
H -1.553 3.107 0.597
H -0.398 2.014 1.729
H 0.982 0.680 -0.963
H -0.030 -0.568 -1.025
H 0.564 0.121 0.563
H 0.376 -2.760 -1.669
H -0.305 -2.078 -2.808
O 0.084 -1.887 -1.968
H 2.044 -0.900 1.627
H 1.050 -0.403 2.758
O 1.094 -0.815 1.892

Summary:
E_tot	-287.26626	a.u.
multiplicity	2
<S²>	0.75
energy relative to the best compared isomer or geometry (same formula, charge and spin)	225.1	kJ/mol

***

No. 3
DFT (wB97M-V/def2-TZVPD) results for a cluster of 3 separate species, C2H10NO2 in total.

Cartesian coordinates (Å):
C -1.192 -0.255 2.016
C -0.372 -1.162 -0.142
N -0.552 -0.218 0.709
H -0.433 -0.013 2.751
H -2.026 0.446 2.078
H -1.658 -1.226 2.168
H -1.127 -1.938 -0.228
H 0.569 -1.246 -0.605
H -0.018 0.635 0.433
H 1.908 -1.039 -2.308
H 1.390 -0.885 -3.677
O 1.248 -0.524 -2.792
H 0.061 2.804 0.058
H 1.529 2.529 -0.275
O 0.673 2.093 -0.188

Summary:
total charge	+1
E_tot	-287.14441	a.u.
multiplicity	1
energy relative to the best compared isomer or geometry (same formula, charge and spin)	136.3	kJ/mol

***

No. 4
DFT (wB97M-V/def2-TZVPD) results for a cluster of 3 separate species, C2H10NO2 in total.

Cartesian coordinates (Å):
C -1.071 -0.682 1.667
C 0.312 1.208 1.092
N -0.091 0.032 0.852
H -0.556 -1.267 2.433
H -1.784 -1.284 1.087
H -1.870 0.004 2.104
H 0.001 1.960 1.789
H 1.021 1.654 0.406
H 0.428 -0.503 0.093
H -0.925 0.792 -2.642
H 0.357 1.575 -2.713
O -0.109 0.944 -2.148
H 0.949 -1.073 -1.804
H 1.831 -2.128 -1.191
O 1.505 -1.234 -1.025

Summary:
total charge	+1
E_tot	-287.16732	a.u.
multiplicity	1
energy relative to the best compared isomer or geometry (same formula, charge and spin)	76.2	kJ/mol

***

No. 5
DFT (wB97M-V/def2-TZVPD) results for a cluster of 3 separate species, C2H10NO2 in total.

Cartesian coordinates (Å):
C -0.215 0.439 1.327
C -1.055 -0.645 1.626
N 0.706 0.197 0.217
H -0.173 1.435 1.753
H -1.678 -0.633 2.518
H -0.803 -1.536 1.064
H 0.311 -0.504 -0.451
H 1.046 1.084 -0.232
H 1.606 -0.174 0.589
H -1.312 -3.030 -2.053
H -0.257 -3.209 -1.004
O -0.742 -2.517 -1.464
H 1.226 3.076 -1.997
H 0.590 3.349 -0.611
O 0.750 2.667 -1.280

Summary:
total charge	+2
E_tot	-286.60819	a.u.
multiplicity	2
<S²>	0.75
energy relative to the best compared isomer or geometry (same formula, charge and spin)	104.5	kJ/mol

***

No. 6
DFT (wB97M-V/def2-TZVPD) results for a cluster of 3 separate species, C2H10NO2S in total.

Cartesian coordinates (Å):
C 0.558 -0.561 1.334
C -0.694 -1.393 1.142
S -0.880 -2.143 -0.508
N 0.695 0.566 0.339
H 1.451 -1.120 1.069
H 0.649 -0.216 2.368
H -1.595 -0.831 1.408
H -0.662 -2.256 1.809
H -0.098 0.462 -0.311
H 1.336 0.199 -0.364
H 1.808 2.170 0.026
H 1.888 3.576 -0.544
O 2.440 2.894 -0.137
H -3.069 -0.337 -2.638
H -1.694 -0.820 -2.190
O -2.133 -0.190 -2.805

Summary:
total charge	-1
E_tot	-685.66290	a.u.
multiplicity	1
energy relative to the best compared isomer or geometry (same formula, charge and spin)	12.6	kJ/mol

***

No. 7
DFT (wB97M-V/def2-TZVPD) results for a cluster of 3 separate species, C2H10NO3 in total.

Cartesian coordinates (Å):
O -2.508 0.734 0.841
C -1.716 1.357 0.190
C -0.225 1.319 0.576
N 0.233 -0.085 0.740
H -2.057 2.211 -0.422
H -0.313 1.855 1.523
H 0.431 1.851 -0.095
H 1.253 -0.191 0.620
H -0.209 -0.674 0.002
H -0.029 -0.459 1.651
H -1.080 -2.184 -1.885
H -1.935 -0.943 -1.470
O -1.071 -1.360 -1.389
H 3.666 -0.648 -0.266
H 2.760 -1.781 -0.594
O 2.800 -1.001 -0.024

Summary:
total charge	+1
E_tot	-362.42699	a.u.
multiplicity	1
energy relative to the best compared isomer or geometry (same formula, charge and spin)	46.9	kJ/mol

***

No. 8
DFT (wB97M-V/def2-TZVPD) results for a structure of composition C2H10NO5.

Cartesian coordinates (Å):
O 1.841 0.301 2.748
C 1.285 0.498 1.673
N 1.267 -0.153 0.431
C 0.229 0.301 -0.626
O -0.993 -0.142 -0.364
H 0.599 1.406 1.567
H 1.852 -0.932 0.253
H 0.657 -0.004 -1.509
H 0.335 1.354 -0.509
H -2.537 -2.383 -1.056
H -2.044 -0.676 -0.896
O -2.624 -1.609 -1.525
H 2.347 1.881 -1.804
H 2.886 0.584 -1.306
O 3.007 1.443 -1.462
H -2.215 -0.155 1.009
H -2.938 -1.299 1.761
O -2.952 -0.414 1.614

Summary:
total charge	-1
E_tot	-513.14274	a.u.
multiplicity	1
energy relative to the best compared isomer or geometry (same formula, charge and spin)	340.9	kJ/mol

***

Copy entry 6 word for word.
DFT (wB97M-V/def2-TZVPD) results for a cluster of 3 separate species, C2H10NO2S in total.

Cartesian coordinates (Å):
C 0.558 -0.561 1.334
C -0.694 -1.393 1.142
S -0.880 -2.143 -0.508
N 0.695 0.566 0.339
H 1.451 -1.120 1.069
H 0.649 -0.216 2.368
H -1.595 -0.831 1.408
H -0.662 -2.256 1.809
H -0.098 0.462 -0.311
H 1.336 0.199 -0.364
H 1.808 2.170 0.026
H 1.888 3.576 -0.544
O 2.440 2.894 -0.137
H -3.069 -0.337 -2.638
H -1.694 -0.820 -2.190
O -2.133 -0.190 -2.805

Summary:
total charge	-1
E_tot	-685.66290	a.u.
multiplicity	1
energy relative to the best compared isomer or geometry (same formula, charge and spin)	12.6	kJ/mol

***

multiplicity of number 7 (C2H10NO3)? 1

***

E_tot of number 2 (C2H10NO2)? -287.26626 a.u.

***

Repeat the third record exactly.
DFT (wB97M-V/def2-TZVPD) results for a cluster of 3 separate species, C2H10NO2 in total.

Cartesian coordinates (Å):
C -1.192 -0.255 2.016
C -0.372 -1.162 -0.142
N -0.552 -0.218 0.709
H -0.433 -0.013 2.751
H -2.026 0.446 2.078
H -1.658 -1.226 2.168
H -1.127 -1.938 -0.228
H 0.569 -1.246 -0.605
H -0.018 0.635 0.433
H 1.908 -1.039 -2.308
H 1.390 -0.885 -3.677
O 1.248 -0.524 -2.792
H 0.061 2.804 0.058
H 1.529 2.529 -0.275
O 0.673 2.093 -0.188

Summary:
total charge	+1
E_tot	-287.14441	a.u.
multiplicity	1
energy relative to the best compared isomer or geometry (same formula, charge and spin)	136.3	kJ/mol